# 1
62
Properties=species:S:1:pos:R:3:nbo_charge:R:1 method="wB97M-V/def2-TZVPD" gap_ha=0.2143 e_tot_ev=-53136.426 homo_ev=-7.0
C -1.68 3.18 0.21 -0.63
C -2.85 3.30 1.12 -0.24
N -4.00 2.44 0.69 -0.29
C -4.04 1.09 0.64 -0.03
C -5.30 0.69 0.63 -0.08
N -6.06 1.82 0.52 -0.29
C -5.28 2.93 0.67 0.21
C -7.52 1.89 0.44 -0.41
H -1.31 2.14 -0.10 0.26
H -0.71 3.62 0.52 0.25
H -2.12 3.47 -0.57 0.19
H -3.21 4.25 1.38 0.21
H -2.37 3.32 2.09 0.26
H -3.08 0.39 0.77 0.33
H -5.52 -0.43 0.48 0.28
H -5.45 4.08 0.46 0.27
H -7.95 2.25 1.43 0.23
H -7.98 0.96 0.30 0.24
H -7.73 2.69 -0.34 0.23
Cl -0.50 -0.38 1.77 -0.93
C 4.41 1.93 1.74 -0.31
C 3.09 1.12 2.15 -0.25
C 3.10 0.32 3.29 0.27
C 4.29 0.26 4.11 -0.23
C 5.47 0.97 3.79 -0.26
C 5.57 1.77 2.58 0.27
O 6.71 2.31 2.20 -0.65
O 1.94 -0.32 3.73 -0.70
H 4.26 2.53 0.88 0.20
H 2.37 1.53 1.63 0.20
H 4.29 -0.30 5.06 0.22
H 6.37 0.85 4.36 0.22
H 6.65 2.72 1.46 0.47
H 1.39 -0.37 2.95 0.51
C -0.09 -4.66 -2.42 -0.30
C -0.97 -3.81 -1.51 -0.21
C -1.15 -4.32 -0.23 0.26
C -0.74 -5.58 0.23 -0.22
C 0.02 -6.38 -0.60 -0.24
C 0.36 -5.92 -1.93 0.28
O 1.21 -6.67 -2.76 -0.72
O -1.99 -3.68 0.70 -0.73
H 0.00 -3.92 -3.38 0.24
H -1.36 -2.94 -1.85 0.21
H -0.93 -5.85 1.28 0.23
H 0.15 -7.28 -0.29 0.20
H 1.73 -6.18 -3.47 0.49
H -1.48 -3.02 1.13 0.50
C 1.39 1.10 -1.59 -0.29
C 1.92 2.00 -2.80 -0.29
C 2.73 1.66 -3.80 0.27
C 3.09 0.18 -3.74 -0.23
C 2.58 -0.64 -2.70 -0.23
C 1.67 -0.17 -1.68 0.25
O 1.05 -1.14 -0.84 -0.67
O 3.22 2.48 -4.67 -0.68
H 0.71 1.57 -0.90 0.21
H 1.50 3.03 -2.75 0.18
H 3.74 -0.04 -4.61 0.22
H 2.72 -1.81 -2.85 0.23
H 0.59 -0.43 -0.36 0.50
H 3.04 3.39 -4.70 0.50

=====

# 2
113
Properties=species:S:1:pos:R:3:lowdin_charge:R:1 method="wB97M-V/def2-TZVPD" gap_ha=0.2456 e_tot_ev=-97745.276 homo_ev=-6.8
Pt 0.60 -0.57 -0.92 0.86
C -3.26 4.08 2.60 -0.05
C -2.08 3.31 2.08 -0.26
C -1.06 2.88 2.91 0.01
C 0.03 2.13 2.46 -0.06
C 1.02 1.66 3.45 -0.30
O 1.64 0.61 3.35 0.08
C 1.27 2.52 4.66 -0.16
C 1.36 3.90 4.59 -0.04
C 1.69 4.64 5.72 -0.08
C 1.90 4.00 6.93 -0.09
C 1.81 2.62 7.01 -0.08
C 1.51 1.88 5.88 -0.02
C 0.13 1.73 1.08 -0.31
O 1.08 0.99 0.70 -0.14
C -0.91 2.26 0.19 -0.10
C -1.96 3.01 0.73 0.00
C -0.87 2.09 -1.26 -0.18
N -0.23 1.13 -1.86 -0.07
C -0.01 1.18 -3.30 -0.30
C 1.46 1.34 -3.65 -0.49
Te 2.34 3.26 -3.22 1.28
C 3.06 2.75 -1.30 -0.57
C 3.86 1.62 -1.13 -0.15
C 4.33 1.28 0.13 -0.09
C 4.04 2.09 1.22 -0.08
C 3.28 3.23 1.05 -0.08
C 2.78 3.56 -0.21 -0.15
C -1.56 3.18 -2.03 -0.21
C -1.09 4.49 -1.93 -0.05
C -1.73 5.52 -2.60 -0.07
C -2.86 5.26 -3.35 -0.08
C -3.35 3.96 -3.44 -0.07
C -2.70 2.92 -2.79 -0.03
H -3.28 4.06 3.69 0.07
H -4.20 3.65 2.25 0.08
H -3.24 5.12 2.28 0.08
H -1.12 3.10 3.97 0.12
H 1.17 4.40 3.65 0.11
H 1.77 5.72 5.65 0.10
H 2.15 4.58 7.81 0.10
H 1.97 2.12 7.95 0.10
H 1.46 0.80 5.92 0.12
H -2.74 3.36 0.06 0.13
H -0.60 1.97 -3.77 0.10
H -0.35 0.23 -3.71 0.08
H 1.61 1.17 -4.71 0.05
H 2.06 0.61 -3.11 0.00
H 4.11 1.00 -1.98 0.09
H 4.94 0.39 0.26 0.10
H 4.40 1.83 2.21 0.11
H 3.06 3.87 1.90 0.10
H 2.15 4.43 -0.32 0.09
H -0.21 4.68 -1.33 0.10
H -1.34 6.53 -2.52 0.11
H -3.37 6.06 -3.87 0.10
H -4.24 3.75 -4.03 0.10
H -3.08 1.92 -2.86 0.10
O 2.30 -1.76 -3.04 -0.10
C 3.18 -2.55 -2.29 -0.20
C 3.12 -2.32 -0.79 -0.24
C 4.18 -2.88 -0.09 -0.04
C 4.24 -2.80 1.29 -0.05
C 3.22 -2.13 1.95 -0.03
C 2.21 -1.57 1.20 -0.11
N 2.14 -1.66 -0.15 -0.06
H 2.18 -2.16 -3.91 0.10
H 4.22 -2.36 -2.59 0.13
H 3.00 -3.62 -2.44 0.12
H 4.95 -3.39 -0.65 0.12
H 5.06 -3.25 1.83 0.11
H 3.21 -2.01 3.02 0.12
H 1.45 -0.98 1.68 0.07
C -3.18 -0.79 -2.72 -0.22
Si -2.20 -2.40 -2.74 0.34
C -3.43 -3.82 -2.94 -0.22
C -1.14 -2.44 -4.30 -0.21
Si -0.83 -2.46 -0.83 0.32
Si -2.18 -2.15 1.08 0.35
C -3.61 -3.39 1.14 -0.21
C -2.98 -0.45 1.11 -0.20
C -1.15 -2.35 2.65 -0.20
Si -0.08 -4.69 -0.86 0.35
C -1.50 -5.86 -0.46 -0.21
C 1.25 -5.12 0.41 -0.21
C 0.55 -5.17 -2.58 -0.22
H -3.63 -0.59 -3.70 0.04
H -2.52 0.03 -2.45 -0.02
H -3.98 -0.83 -1.98 0.03
H -4.02 -3.70 -3.85 0.03
H -4.13 -3.87 -2.10 0.01
H -2.92 -4.78 -3.00 0.01
H -1.76 -2.37 -5.20 0.03
H -0.58 -3.38 -4.36 0.01
H -0.42 -1.63 -4.31 -0.01
H -4.20 -3.35 0.22 0.02
H -4.26 -3.13 1.98 0.03
H -3.27 -4.42 1.27 0.01
H -3.85 -0.42 0.46 0.02
H -2.29 0.33 0.79 0.00
H -3.31 -0.20 2.13 0.04
H -0.61 -3.31 2.65 0.02
H -1.78 -2.32 3.54 0.03
H -0.41 -1.55 2.73 0.01
H -1.77 -5.80 0.59 0.02
H -1.19 -6.89 -0.67 0.04
H -2.39 -5.65 -1.05 0.01
H 0.87 -5.00 1.42 0.02
H 2.14 -4.50 0.33 -0.01
H 1.56 -6.16 0.28 0.03
H -0.29 -5.45 -3.22 0.02
H 1.22 -6.02 -2.52 0.03
H 1.07 -4.35 -3.08 -0.01

=====

# 3
75
Properties=species:S:1:pos:R:3:lowdin_charge:R:1 method="wB97M-V/def2-TZVPD" gap_ha=0.0778 charge=+2 e_tot_ev=-56028.370 homo_ev=-12.2
O -3.96 -1.96 -2.89 0.32
H -3.99 -2.76 -2.34 0.18
H -3.90 -1.11 -2.36 0.14
H -4.65 -1.93 -3.59 0.20
O 1.11 -4.51 2.74 0.26
H 0.57 -4.19 3.48 0.12
H 0.96 -3.83 1.98 0.06
H 2.07 -4.43 2.92 0.20
Cd -2.15 -3.48 4.47 1.53
C -0.20 -1.57 -0.58 0.05
C -0.16 -2.19 0.70 -0.29
C -1.46 -2.10 1.61 -0.24
O -1.38 -2.64 2.80 -0.25
C -2.49 -1.30 1.12 0.00
C -2.53 -0.92 -0.23 -0.31
C -1.40 -1.19 -1.18 -0.33
O -1.32 -0.61 -2.29 0.00
O -3.59 -0.33 -0.59 0.03
O 0.87 -2.65 1.18 -0.01
H 0.75 -1.64 -1.10 0.12
H -3.27 -1.02 1.82 0.12
O 3.25 -3.51 0.15 -0.08
H 3.56 -2.93 -0.57 0.00
H 2.80 -2.91 0.75 -0.03
O -2.21 -1.46 5.40 -0.09
H -2.36 -0.85 6.13 0.11
H -1.52 -1.04 4.86 0.08
O -5.35 -3.17 1.41 -0.01
H -5.15 -4.10 1.25 0.08
H -4.69 -2.67 0.90 0.04
O 1.48 -1.29 -3.55 -0.04
H 0.89 -0.71 -3.04 0.01
H 0.89 -1.87 -4.03 0.06
O -4.02 -2.85 3.75 -0.14
H -4.63 -2.26 4.21 0.10
H -4.43 -3.00 2.85 0.03
O -4.54 1.87 1.40 -0.05
H -4.95 1.74 0.54 0.03
H -3.75 1.33 1.38 0.00
O 2.72 -0.55 0.71 -0.05
H 2.52 0.30 0.27 0.01
H 1.89 -1.02 0.71 -0.03
O -2.69 1.65 -3.39 -0.05
H -2.11 1.09 -2.84 -0.02
H -3.55 1.24 -3.34 0.02
O -0.12 0.42 -5.45 -0.04
H 0.34 -0.39 -5.71 0.03
H -0.65 0.17 -4.69 -0.01
O 3.78 -2.09 -2.16 -0.06
H 3.02 -1.54 -2.43 0.01
H 4.52 -1.75 -2.68 0.06
C -0.47 4.72 -0.84 -0.09
O -0.34 3.64 0.07 -0.21
C -0.03 2.37 -0.49 -0.22
C 1.37 2.27 -1.07 -0.18
N 2.44 2.36 -0.05 -0.07
C 2.41 3.48 0.87 -0.16
C 3.88 3.67 1.29 -0.21
O 4.75 3.77 0.19 -0.18
C 6.00 3.19 0.43 -0.13
H 0.33 4.75 -1.59 0.08
H -0.31 5.70 -0.39 0.10
H -1.40 4.51 -1.36 0.10
H -0.76 2.07 -1.25 0.10
H -0.09 1.67 0.35 0.12
H 1.49 3.00 -1.88 0.12
H 1.48 1.33 -1.63 0.11
H 3.31 2.24 -0.56 0.11
H 1.84 3.21 1.76 0.12
H 2.04 4.38 0.38 0.12
H 4.15 2.83 1.94 0.12
H 4.01 4.58 1.89 0.13
H 5.87 2.16 0.81 0.08
H 6.63 3.67 1.18 0.09
H 6.56 2.93 -0.47 0.09

=====

| no. | lowest unoccupied orbital energy (eV) |
| --- | --- |
| 1 | -1.16 |
| 2 | -0.11 |
| 3 | -10.04 |